# C3H5O4Sr

C3H5O4Sr as an isolated structure at a distorted geometry (ωB97M-V/def2-TZVPD, the Open Molecules 2025 dataset).

```
! wB97M-V def2-TZVPD RIJCOSX def2/J DEFGRID3
* xyz 0 2
O -1.64807 0.75011 -0.48981
C -0.70178 1.69804 -0.37725
C -1.25461 -0.60938 -0.19622
O -0.86723 2.76666 0.13193
O 0.42776 1.01158 -0.45098
C -0.10303 -0.60695 -1.14139
H -1.84038 -0.64635 0.73476
H -0.81574 -1.68992 0.45213
H -0.20321 -0.51388 -2.22494
H 0.59713 -1.43635 -1.03548
O 1.68939 -0.71317 1.59277
H 1.99613 -1.03739 2.44072
Sr 2.72363 1.02702 0.56377
*
```

The energy relative to the best compared isomer or geometry (same formula, charge and spin) comes out at 766.4 kJ/mol. As for the expectation value of S²: 0.7554. The value obtained for the HOMO energy (alpha / beta) is -5.84 / -5.89 eV. Its total energy is -12209.379 eV.

Atom charges from the Löwdin analysis, given in e for atoms 1 to 5: number 1, O, carries -0.0568; number 2, C, carries -0.7052; number 3, C, carries -0.3041; number 4, O, carries 0.0897; number 5, O, carries -0.2744

=====

# C3H5O6PS

A single C3H5O6PS molecule at a distorted geometry (ωB97M-V/def2-TZVPD, the Open Molecules 2025 dataset).

```
! wB97M-V def2-TZVPD RIJCOSX def2/J DEFGRID3
* xyz 0 1
O -3.10305 -0.68630 0.55813
C -2.08127 -0.55820 -0.00886
O -1.42627 -1.52551 -0.73063
C -0.05151 -1.30621 -0.39138
S 0.27211 -1.79973 1.33260
C -0.04924 0.20523 -0.54685
P 1.45153 1.05604 0.03569
O 2.53771 0.08908 0.16701
O 1.73147 2.20999 -1.01567
O 1.04832 1.81403 1.37021
O -1.32593 0.58041 -0.02865
H 0.64664 -1.77500 -1.07393
H -0.92165 -2.34996 1.56958
H -0.10141 0.36298 -1.63308
H 0.91914 2.44098 -1.48668
H 0.45342 1.24218 1.88253
*
```

As for the structure (SMILES): O=C1O[C@@H](P(=O)(O)O)[C@@H](S)O1. The value obtained for the HOMO energy is -10.30 eV. Its total energy is -35603.160 eV.

Atom charges from the Löwdin analysis, given in e for atoms 1 to 5: number 1, O, carries 0.2054; number 2, C, carries -0.5882; number 3, O, carries 0.0247; number 4, C, carries -0.5653; number 5, S, carries 0.8677

=====

# C3H5O7P

An isolated ion of composition C3H5O7P and charge -2 at a distorted geometry (ωB97M-V/def2-TZVPD, the Open Molecules 2025 dataset).

```
! wB97M-V def2-TZVPD RIJCOSX def2/J DEFGRID3
* xyz -2 1
C -0.54507 -1.17633 -0.20957
C -1.18309 1.22841 0.70748
C -0.89221 0.41511 -0.48266
O 2.85564 -0.09417 0.94092
O 0.45769 -1.27971 0.70351
O -0.36942 -1.91624 -1.38877
O 2.09224 -1.16885 -1.32458
O -0.15839 1.41578 1.63457
O -1.51503 0.70003 -1.51158
O 1.10229 0.94393 -0.47602
P 1.82989 -0.37375 -0.10269
H -1.43268 -1.48403 0.32251
H -1.48172 2.25180 0.28278
H -2.00398 0.76423 1.22404
H 0.65010 1.29116 1.13383
H 0.59374 -1.51735 -1.45378
*
```

As for the structure (SMILES): O=C(CO)[C@@H](O)OP(=O)([O-])[O-]. The energy relative to the best compared isomer or geometry (same formula, charge and spin) comes out at 41.5 kJ/mol. The value obtained for the HOMO energy is -0.73 eV. Its total energy is -26815.412 eV.

Atom charges from the Löwdin analysis, given in e for atoms 1 to 5: number 1, C, carries -0.5060; number 2, C, carries -0.2500; number 3, C, carries -0.4295; number 4, O, carries -0.3811; number 5, O, carries -0.1713

=====

# C3H5P

A single C3H5P molecule at a distorted geometry (ωB97M-V/def2-TZVPD, the Open Molecules 2025 dataset).

```
! wB97M-V def2-TZVPD RIJCOSX def2/J DEFGRID3
* xyz 0 3
C -0.86433 1.47848 -0.01978
C -0.07071 0.60640 0.56452
C 0.38822 -0.79314 -0.31838
P 1.25264 -1.92047 0.54963
H -1.19531 2.37961 0.47197
H -1.22841 1.32469 -1.02405
H 0.34721 0.67145 1.55035
H 0.00993 -0.84144 -1.32323
H 1.36077 -2.90559 -0.45104
*
```

The energy relative to the best compared isomer or geometry (same formula, charge and spin) comes out at 126.2 kJ/mol. As for the expectation value of S²: 2.0201. The value obtained for the HOMO energy (alpha / beta) is -6.42 / -9.89 eV. Its total energy is -12475.348 eV.

Atom charges from the Löwdin analysis, given in e for atoms 1 to 5: number 1, C, carries -0.0421; number 2, C, carries -0.1776; number 3, C, carries -0.4982; number 4, P, carries 0.6926; number 5, H, carries 0.0509

=====

# C3H5PS

A single C3H5PS molecule at a distorted geometry (ωB97M-V/def2-TZVPD, the Open Molecules 2025 dataset).

```
! wB97M-V def2-TZVPD RIJCOSX def2/J DEFGRID3
* xyz 0 1
C -1.63930 0.09491 -0.19227
C 0.67315 -0.76151 0.35229
C 0.80837 0.56891 -0.33589
P -0.99126 -1.42313 -0.18618
S -0.69173 1.53072 0.09301
H -2.85258 0.40244 -0.19532
H 1.59113 -1.29021 0.26717
H 0.50855 -0.68003 1.47772
H 1.75088 1.09951 0.14022
H 0.84277 0.45839 -1.42075
*
```

As for the structure (SMILES): C1=PCCS1. The energy relative to the best compared isomer or geometry (same formula, charge and spin) comes out at 64.6 kJ/mol. The value obtained for the HOMO energy is -8.21 eV. Its total energy is -23314.492 eV.

Atom charges from the Löwdin analysis, given in e for atoms 1 to 5: number 1, C, carries -0.8843; number 2, C, carries -0.5362; number 3, C, carries -0.5808; number 4, P, carries 0.8353; number 5, S, carries 0.7661

=====

# C3H5PS

A 2-piece molecular cluster, C3H5PS overall at a distorted geometry (ωB97M-V/def2-TZVPD, the Open Molecules 2025 dataset).

```
! wB97M-V def2-TZVPD RIJCOSX def2/J DEFGRID3
* xyz 0 1
C -1.03620 1.88600 -0.98811
C -1.35589 1.20068 0.22060
C 0.17123 1.27373 -0.71619
P 1.90333 -1.70977 0.26197
S 0.15995 1.17808 1.11027
H -1.46049 2.28696 -1.84650
H -2.07424 0.37640 0.35970
H 0.87364 -2.32537 -0.40500
H 1.95999 -3.02023 1.00264
H 0.85867 -1.14647 1.00063
*
```

As for the structure (SMILES): C1=C2S[C@@H]12.P. The energy relative to the best compared isomer or geometry (same formula, charge and spin) comes out at 476.9 kJ/mol. The value obtained for the HOMO energy is -8.96 eV. Its total energy is -23310.219 eV.

Atom charges from the Löwdin analysis, given in e for atoms 1 to 5: number 1, C, carries -0.1800; number 2, C, carries -0.4586; number 3, C, carries -0.2892; number 4, P, carries 0.5936; number 5, S, carries 0.7986

=====

# C3H6

A single C3H6 molecule at a distorted geometry (ωB97M-V/def2-TZVPD, the Open Molecules 2025 dataset).

```
! wB97M-V def2-TZVPD RIJCOSX def2/J DEFGRID3
* xyz 0 1
C 1.25419 -0.16806 0.01300
C -0.13706 0.42934 -0.03921
C -1.31148 -0.20751 0.00982
H 1.47191 -0.57950 1.02272
H 1.40492 -0.96601 -0.67681
H 1.96958 0.66945 -0.27914
H -0.08781 1.56867 0.05741
H -1.27768 -1.28792 -0.10833
H -2.31477 0.27271 0.08246
*
```

As for the structure (SMILES): C=CC. The energy relative to the best compared isomer or geometry (same formula, charge and spin) comes out at 21.9 kJ/mol. The value obtained for the HOMO energy is -9.63 eV. Its total energy is -3207.232 eV.

Atom charges from the Löwdin analysis, given in e for atoms 1 to 5: number 1, C, carries -0.1307; number 2, C, carries -0.2652; number 3, C, carries -0.0351; number 4, H, carries 0.0814; number 5, H, carries 0.0484

=====

# C3H6

A single C3H6 molecule at a distorted geometry (ωB97M-V/def2-TZVPD, the Open Molecules 2025 dataset).

```
! wB97M-V def2-TZVPD RIJCOSX def2/J DEFGRID3
* xyz 0 1
C 0.72849 -0.82484 -0.99229
C 0.55709 -0.32826 0.23666
C -0.66849 0.72248 0.51451
H 1.45653 -1.61201 -1.24388
H 0.02037 -0.49620 -1.72635
H 1.00173 -0.60447 1.19143
H -0.31469 1.54178 1.19441
H -1.51920 0.15008 1.00032
H -1.26184 1.45144 -0.17480
*
```

As for the structure (SMILES): C=CC. The energy relative to the best compared isomer or geometry (same formula, charge and spin) comes out at 80.4 kJ/mol. The value obtained for the HOMO energy is -9.83 eV. Its total energy is -3206.625 eV.

Atom charges from the Löwdin analysis, given in e for atoms 1 to 5: number 1, C, carries -0.0402; number 2, C, carries -0.1930; number 3, C, carries -0.1368; number 4, H, carries 0.0553; number 5, H, carries 0.0444

=====

# C3H6Br2S

A single C3H6Br2S molecule at a distorted geometry (ωB97M-V/def2-TZVPD, the Open Molecules 2025 dataset).

```
! wB97M-V def2-TZVPD RIJCOSX def2/J DEFGRID3
* xyz 0 1
C 0.67837 0.54977 0.00437
C -1.42213 -0.54098 -0.56487
C -0.76367 0.48379 0.42156
S 1.75378 -0.92672 0.18883
Br -3.18790 -1.13557 -0.12551
Br -1.70686 2.18766 0.26604
H 1.28368 1.40342 0.42502
H 0.73692 0.79163 -1.10430
H -1.47559 -0.20032 -1.54380
H -0.71729 -1.48284 -0.49069
H -1.20168 0.29656 1.41228
H 1.85468 -0.64636 1.50880
*
```

As for the structure (SMILES): SC[C@@H](Br)CBr. The energy relative to the best compared isomer or geometry (same formula, charge and spin) comes out at 9.9 kJ/mol. The value obtained for the HOMO energy is -9.68 eV. Its total energy is -154127.918 eV.

Atom charges from the Löwdin analysis, given in e for atoms 1 to 5: number 1, C, carries -0.6397; number 2, C, carries -0.7285; number 3, C, carries -0.8349; number 4, S, carries 0.7061; number 5, Br, carries 0.6380

=====

# C3H6BrCl3Si

A 2-piece molecular cluster, C3H6BrCl3Si overall at a distorted geometry (ωB97M-V/def2-TZVPD, the Open Molecules 2025 dataset).

```
! wB97M-V def2-TZVPD RIJCOSX def2/J DEFGRID3
* xyz 0 1
C -0.75599 0.25265 -1.17564
C -0.55614 -0.94109 -0.21292
C 0.46311 -1.78787 -0.26430
Si 4.84168 0.76360 -0.14752
Cl 5.84038 -0.95927 0.02324
Cl 5.34478 2.08254 1.35441
Cl 5.16520 1.54180 -1.98008
Br 0.86811 -3.36319 0.61400
H -0.33021 0.18252 -2.09777
H -1.85917 0.13718 -1.38026
H -0.48343 1.24919 -0.88052
H -1.56280 -1.01332 0.37164
H 3.39473 0.86984 0.15684
H 1.29663 -1.57882 -0.96562
*
```

As for the structure (SMILES): Cl[SiH](Cl)Cl.C/C=C/Br. The energy relative to the best compared isomer or geometry (same formula, charge and spin) comes out at 162.5 kJ/mol. The value obtained for the HOMO energy is -9.38 eV. Its total energy is -118698.307 eV.

Atom charges from the Löwdin analysis, given in e for atoms 1 to 5: number 1, C, carries -0.1030; number 2, C, carries -0.2374; number 3, C, carries -0.7010; number 4, Si, carries -0.7350; number 5, Cl, carries 0.3081

=====

What did the ninth record say?
# C3H6Br2S

A single C3H6Br2S molecule at a distorted geometry (ωB97M-V/def2-TZVPD, the Open Molecules 2025 dataset).

```
! wB97M-V def2-TZVPD RIJCOSX def2/J DEFGRID3
* xyz 0 1
C 0.67837 0.54977 0.00437
C -1.42213 -0.54098 -0.56487
C -0.76367 0.48379 0.42156
S 1.75378 -0.92672 0.18883
Br -3.18790 -1.13557 -0.12551
Br -1.70686 2.18766 0.26604
H 1.28368 1.40342 0.42502
H 0.73692 0.79163 -1.10430
H -1.47559 -0.20032 -1.54380
H -0.71729 -1.48284 -0.49069
H -1.20168 0.29656 1.41228
H 1.85468 -0.64636 1.50880
*
```

As for the structure (SMILES): SC[C@@H](Br)CBr. The energy relative to the best compared isomer or geometry (same formula, charge and spin) comes out at 9.9 kJ/mol. The value obtained for the HOMO energy is -9.68 eV. Its total energy is -154127.918 eV.

Atom charges from the Löwdin analysis, given in e for atoms 1 to 5: number 1, C, carries -0.6397; number 2, C, carries -0.7285; number 3, C, carries -0.8349; number 4, S, carries 0.7061; number 5, Br, carries 0.6380